{
  "formula": "C3H10O3",
  "method": "wB97M-V/def2-TZVPD",
  "symbols": ["C", "C", "C", "O", "H", "H", "H", "H", "H", "H", "O", "H", "H", "O", "H", "H"],
  "positions_angstrom": [[-0.1033, -1.1558, -2.0048], [0.4706, -1.1129, -0.7895], [-0.3012, -1.2874, 0.4916], [0.4431, -1.1914, 1.7698], [0.4298, -1.2226, -2.9585], [-1.1841, -1.3240, -2.1113], [1.5458, -0.8621, -0.7550], [-1.1571, -0.5858, 0.5233], [-0.8224, -2.2482, 0.5577], [0.6236, -0.2168, 1.6945], [-0.2879, 1.8956, -0.6697], [-0.5314, 2.6114, -1.2902], [-0.7485, 1.1078, -1.0012], [0.4191, 1.5406, 2.2873], [0.8530, 2.1097, 2.8523], [0.3509, 1.9418, 1.4036]],
  "forces_ev_per_a": [[-0.3, -0.7, 0.4], [0.3, 0.3, -1.0], [-0.6, -0.5, 1.7], [-0.5, 1.6, -2.9], [0.1, 0.5, 0.6], [0.3, 0.0, 0.2], [-0.5, -0.5, 0.3], [0.4, 0.1, 0.0], [0.4, -0.1, -0.4], [0.3, -1.0, 1.4], [-0.4, 0.5, -0.4], [0.2, -0.6, 0.5], [0.3, 0.2, 0.0], [-1.6, -1.8, -2.3], [1.5, 1.9, 1.7], [0.0, 0.1, 0.3]],
  "relative_energy_kcal_mol": 28.1
}

---

{
  "formula": "C23H23INO8",
  "method": "wB97M-V/def2-TZVPD",
  "symbols": ["C", "C", "C", "I", "N", "C", "C", "C", "C", "C", "C", "C", "C", "H", "H", "H", "H", "H", "H", "H", "H", "H", "H", "H", "H", "H", "H", "H", "C", "C", "C", "O", "C", "C", "C", "O", "O", "O", "H", "H", "H", "H", "C", "C", "C", "O", "C", "C", "C", "O", "O", "O", "H", "H", "H", "H"],
  "positions_angstrom": [[-4.0188, -2.2649, -6.3976], [-3.1681, -2.6463, -7.7030], [-1.5759, -2.6131, -7.4981], [-0.7320, -3.5153, -9.3559], [-0.9867, -1.2722, -7.4161], [-0.9171, -0.7837, -6.0184], [0.1590, -1.5448, -5.0868], [-0.1915, -1.1947, -3.5376], [-1.0000, 0.0504, -3.0936], [-1.3645, 0.3505, -1.6138], [-0.8734, -0.6520, -0.5328], [-0.0353, -1.8808, -0.9779], [0.3224, -2.1883, -2.4463], [-5.0594, -2.7284, -6.3589], [-3.4596, -2.4523, -5.4044], [-4.1813, -1.1189, -6.4285], [-3.5367, -2.0137, -8.5868], [-3.4347, -3.7427, -7.9728], [-1.2627, -3.3312, -6.6592], [-0.5784, 0.3244, -6.0510], [-1.9420, -0.7801, -5.5052], [0.0793, -2.6913, -5.1469], [1.2474, -1.2781, -5.3118], [-1.3897, 0.8020, -3.8701], [-1.9851, 1.2851, -1.3897], [-1.1535, -0.4619, 0.5519], [0.3282, -2.6160, -0.1698], [0.9403, -3.0973, -2.7594], [3.4196, -1.3839, 3.9786], [3.2822, -2.3858, 3.1070], [1.9743, -2.6709, 2.4511], [1.8894, -3.5827, 1.6459], [0.8276, -1.8326, 2.8124], [0.9624, -0.8327, 3.6864], [2.2778, -0.5305, 4.3218], [2.3735, 0.4026, 5.1042], [-0.0962, -0.0506, 4.0302], [4.3315, -3.1875, 2.7808], [4.3636, -1.1653, 4.4598], [-0.1195, -2.0616, 2.3424], [0.2545, 0.5982, 4.6711], [3.9764, -3.8292, 2.1346], [2.0139, 4.9789, 6.6703], [1.8774, 3.9759, 5.7985], [0.5677, 3.6911, 5.1421], [0.4796, 2.7804, 4.3362], [-0.5791, 4.5305, 5.5037], [-0.4416, 5.5298, 6.3775], [0.8726, 5.8317, 7.0125], [0.9639, 6.7649, 7.7928], [-1.4976, 6.3154, 6.7245], [2.9282, 3.1769, 5.4758], [2.9575, 5.1980, 7.1518], [-1.5268, 4.3028, 5.0344], [-1.1408, 6.9609, 7.3654], [2.5780, 2.5305, 4.8285]],
  "forces_ev_per_a": [[0.5, 1.5, 0.2], [-0.6, -1.8, -0.1], [-0.3, 3.1, 1.2], [0.0, -0.3, -0.1], [-1.1, -1.6, 1.1], [0.7, -0.1, -0.8], [-1.0, 0.2, 1.8], [0.2, -0.1, 2.7], [0.6, -1.5, 2.2], [2.3, -3.5, -1.2], [0.6, -0.1, -3.9], [-0.8, 1.4, -1.7], [-2.5, 3.8, 1.1], [1.5, 0.4, -0.2], [-0.9, 0.0, -1.6], [0.2, -1.7, 0.2], [0.9, -0.7, 1.3], [0.3, 1.6, 0.4], [-0.6, 0.6, -1.0], [-0.5, -1.6, 0.0], [1.3, -0.1, -0.2], [0.0, 1.7, -0.1], [-1.6, -0.1, 0.2], [0.8, -1.5, 1.2], [1.1, -1.6, -0.2], [0.6, -0.4, -1.6], [-0.7, 1.3, -1.4], [-1.1, 1.5, 0.6], [-0.2, 0.4, 0.3], [1.3, -0.4, 0.0], [-0.9, -0.1, -0.4], [0.4, 0.1, 0.3], [0.2, -0.3, -0.2], [-1.4, 0.5, 0.0], [0.7, -0.1, 0.1], [-0.3, -0.2, -0.2], [1.4, -0.6, 0.1], [-1.3, 0.4, 0.0], [0.0, 0.0, 0.0], [0.0, 0.0, 0.0], [-0.2, 0.1, -0.2], [0.1, 0.1, 0.0], [-0.3, 0.4, 0.2], [1.5, -0.6, 0.0], [-0.7, 0.0, -0.2], [0.3, 0.2, 0.3], [0.1, -0.3, -0.2], [-1.3, 0.4, -0.1], [0.9, 0.0, 0.3], [-0.4, -0.1, -0.2], [1.3, -0.4, 0.1], [-1.5, 0.7, -0.2], [0.0, 0.0, 0.0], [0.0, 0.0, 0.0], [-0.1, -0.1, -0.1], [0.2, -0.1, 0.3]],
  "total_charge": -1
}

---

{
  "formula": "C11H21NO2",
  "method": "wB97M-V/def2-TZVPD",
  "symbols": ["C", "C", "C", "C", "C", "O", "O", "C", "C", "C", "C", "C", "N", "C", "H", "H", "H", "H", "H", "H", "H", "H", "H", "H", "H", "H", "H", "H", "H", "H", "H", "H", "H", "H", "H"],
  "positions_angstrom": [[3.2265, 0.5395, -1.6048], [2.0152, 0.2266, -0.7344], [1.5360, -1.2136, -0.9051], [0.7607, -1.4958, 0.3902], [-0.7116, -1.1766, 0.1943], [-1.5643, -2.0269, 0.1369], [-0.9124, 0.1304, 0.0749], [-2.2343, 0.6812, -0.1535], [-2.8089, 0.1493, -1.4656], [-3.1500, 0.3505, 1.0241], [-1.9968, 2.1894, -0.2436], [1.4418, -0.5789, 1.4190], [2.3451, 0.2995, 0.6835], [2.3933, 1.6382, 1.2153], [3.5035, 1.5873, -1.5264], [3.0013, 0.3211, -2.6458], [4.0711, -0.0669, -1.2889], [1.1947, 0.9224, -0.9868], [2.3981, -1.8780, -0.9640], [0.9251, -1.3494, -1.7963], [0.8172, -2.5487, 0.6706], [-2.9750, -0.9223, -1.3982], [-2.1196, 0.3479, -2.2840], [-3.7549, 0.6406, -1.6752], [-4.1112, 0.8382, 0.8882], [-3.3049, -0.7228, 1.0911], [-2.7057, 0.7002, 1.9539], [-1.3246, 2.4140, -1.0680], [-2.9383, 2.7057, -0.4049], [-1.5477, 2.5524, 0.6775], [2.0269, -1.1646, 2.1357], [0.6903, -0.0074, 1.9805], [3.1434, 2.2140, 0.6765], [2.6849, 1.5925, 2.2639], [1.4251, 2.1603, 1.1389]],
  "forces_ev_per_a": [[-0.3, 0.0, 0.1], [0.3, 0.0, -0.3], [0.0, 0.2, 0.1], [-0.1, 0.0, 0.0], [0.4, -0.7, 0.2], [-0.1, 0.0, 0.0], [0.1, 0.5, 0.0], [-0.6, 0.2, -0.1], [0.2, -0.1, 0.2], [0.3, -0.1, -0.1], [0.1, -0.4, 0.1], [0.0, -0.2, 0.4], [-0.2, -0.1, -0.2], [0.1, 0.0, 0.0], [0.1, 0.1, 0.0], [0.0, 0.0, -0.2], [0.1, -0.1, 0.0], [0.1, -0.1, 0.0], [0.0, 0.0, 0.0], [0.0, 0.0, -0.1], [-0.1, 0.1, 0.0], [0.0, 0.0, 0.0], [0.0, 0.1, -0.1], [-0.1, 0.1, 0.0], [-0.1, 0.1, 0.0], [-0.1, 0.0, 0.0], [0.0, 0.1, 0.1], [0.1, 0.0, -0.1], [-0.1, 0.0, 0.0], [0.0, 0.1, 0.1], [-0.2, 0.0, 0.0], [0.1, 0.0, 0.0], [0.0, 0.1, 0.0], [0.0, 0.1, 0.0], [0.0, 0.0, 0.0]],
  "relative_energy_kcal_mol": 0.0
}

---

It is found that the max |F| values, taken in the order of the records, are 3.38, 4.64, 0.83 eV/A.
It is found that the highest occupied orbital energy values, taken in the order of the records, are -9.620, -2.482, -8.414 eV.
It is found that the electronic energy values, taken in the order of the records, are -345.96967, -1844.41260, -636.99232 Eh.